(1)
{"formula": "C18H44Cl3FN2NbO12P2S", "method": "ωB97M-V with the def2-TZVPD basis set", "lumo_ev": -0.24, "total_charge": -1, "symbols": ["C", "C", "N", "Nb", "C", "N", "C", "C", "O", "C", "C", "C", "C", "O", "Cl", "C", "Cl", "C", "C", "Cl", "S", "O", "O", "F", "H", "H", "H", "H", "H", "H", "H", "H", "H", "H", "H", "H", "H", "H", "H", "H", "H", "H", "H", "H", "H", "H", "H", "H", "H", "H", "C", "O", "P", "O", "O", "C", "O", "C", "H", "H", "H", "H", "H", "H", "H", "H", "H", "C", "O", "P", "O", "O", "C", "O", "C", "H", "H", "H", "H", "H", "H", "H", "H", "H"], "coordinates": [[0.533870, -0.015926, -6.003520], [-0.221401, 1.071482, -5.166791], [-0.489808, 0.712665, -3.764725], [-2.396013, 0.023394, -3.259825], [-1.323826, -1.914601, -2.590497], [-0.787308, -1.838832, -1.222681], [-2.134315, 1.036778, -1.262289], [-0.674068, 1.266102, -0.797052], [-0.647800, 1.005849, 0.627677], [0.656222, 0.897488, 1.165308], [1.776236, 1.734567, 0.500515], [-3.478586, 1.869471, -4.084207], [-2.682055, 3.170600, -4.268240], [-2.910329, 3.838695, -5.200996], [-1.393000, 3.786061, -3.185553], [-4.271012, -0.947669, -2.400123], [-4.021371, -1.858764, -0.806342], [-5.558584, -0.125080, -2.219833], [-6.304764, 0.196795, -3.568329], [-5.493972, 1.276058, -1.074325], [-2.704389, -1.257705, -5.512046], [-2.756705, -0.379365, -6.662626], [-1.728687, -2.315532, -5.629131], [-4.172796, -2.079742, -5.591871], [-0.121605, -0.513365, -6.738279], [1.296991, 0.503856, -6.619833], [1.050683, -0.763103, -5.379680], [0.503572, 1.922537, -5.131265], [-1.075983, 1.467549, -5.740266], [0.229930, 0.036955, -3.509093], [-2.077818, -2.719351, -2.704289], [-0.481597, -2.117195, -3.282926], [-1.261369, -2.459392, -0.576200], [0.200997, -2.072084, -1.188694], [-2.594409, 2.041305, -1.401145], [-2.688787, 0.573884, -0.430817], [-0.445185, 2.339426, -0.912372], [0.058212, 0.586709, -1.255146], [0.607112, 1.239970, 2.221996], [0.996884, -0.160985, 1.230798], [2.010480, 1.394417, -0.525057], [1.565686, 2.817691, 0.482082], [2.695248, 1.577951, 1.097293], [-3.818347, 1.599075, -5.107612], [-4.392012, 2.162970, -3.535416], [-4.548295, -1.782666, -3.080334], [-6.265123, -0.815348, -1.716972], [-5.606656, 0.037134, -4.413362], [-6.588656, 1.261100, -3.565774], [-7.171262, -0.471174, -3.688910], [3.568571, -5.439987, -0.013973], [3.680716, -4.012386, 0.107018], [4.500637, -3.446580, 1.478786], [3.916408, -2.067717, 1.460458], [5.932001, -3.548092, 0.719256], [6.195900, -2.639869, -0.343495], [5.320511, -3.346969, 2.937659], [4.501923, -3.138669, 4.094971], [3.051309, -5.664385, -0.944440], [4.559568, -5.902861, -0.034322], [2.989254, -5.844759, 0.817749], [5.642656, -1.707102, -0.231747], [5.936956, -3.104253, -1.296658], [7.262150, -2.416894, -0.339213], [3.566309, -3.692647, 4.022669], [4.290078, -2.076022, 4.208561], [5.049907, -3.490258, 4.968825], [1.515460, 4.972770, 6.672907], [1.120893, 3.843024, 5.879077], [0.880141, 2.392479, 6.725089], [1.034160, 1.486094, 5.542003], [-0.661980, 2.779615, 7.038598], [-1.586467, 2.801947, 5.952870], [0.793663, 1.221899, 7.923974], [1.957234, 0.402894, 8.076864], [1.605982, 5.836367, 6.017188], [0.765507, 5.183617, 7.440843], [2.482432, 4.784552, 7.143623], [-1.291409, 2.127348, 5.149160], [-1.670080, 3.817434, 5.562728], [-2.558229, 2.489857, 6.332128], [2.870031, 0.981526, 7.934805], [1.926816, -0.415604, 7.358335], [1.956764, -0.007026, 9.086478]], "atomic_forces_ev_per_a": [[-0.227, 0.497, -0.598], [1.846, 0.991, -0.421], [-1.911, -2.291, -0.967], [3.208, 3.597, 3.728], [-0.367, -0.848, -1.062], [0.139, 0.056, 0.086], [-0.148, 0.054, -0.249], [-0.798, -0.292, 0.809], [0.358, 0.242, -0.242], [0.664, 0.236, 0.736], [0.221, -0.296, -0.005], [0.080, -0.223, -0.432], [-0.947, -1.648, 0.066], [0.028, 1.626, -1.668], [-0.111, -0.264, 0.458], [-0.366, -0.391, 0.312], [-0.072, 0.214, -0.329], [-1.492, -1.609, -0.379], [1.265, 0.415, 0.279], [0.183, -0.134, -0.417], [-0.301, -1.003, -1.164], [-0.332, 0.234, 0.156], [-0.136, -0.243, 0.180], [0.452, 0.327, 0.066], [0.172, -0.047, 0.646], [-0.246, -0.272, 0.408], [-0.307, 0.240, -0.169], [-0.565, -0.226, 0.017], [-0.011, -0.428, 0.483], [0.097, 0.475, 0.371], [0.657, 0.052, 0.052], [-0.625, -0.074, 0.127], [-0.138, 0.286, -0.144], [-0.224, 0.054, -0.097], [0.073, -0.543, -0.044], [0.224, -0.060, -0.417], [0.334, -0.529, -0.456], [-0.280, 0.430, -0.121], [-0.196, -0.196, -0.503], [-0.259, 0.380, -0.378], [-0.184, 0.234, 0.435], [-0.058, -0.440, 0.007], [-0.402, 0.091, -0.206], [0.137, 0.618, 0.370], [0.471, -0.286, 0.156], [-0.007, 0.519, 0.230], [0.451, 0.513, 0.143], [-0.468, 0.068, 0.275], [-0.177, -0.518, -0.145], [0.305, 0.393, 0.057], [0.062, -0.091, -0.238], [-0.366, -2.115, 2.669], [2.496, 6.888, -3.204], [-0.639, -1.087, 0.490], [0.271, -0.564, 0.901], [-0.063, -0.031, -0.493], [-1.446, -2.896, -0.410], [-0.101, 0.076, 0.314], [0.005, 0.110, 0.018], [-0.022, -0.027, -0.020], [-0.049, -0.106, -0.108], [-0.096, -0.092, 0.101], [-0.032, 0.070, -0.016], [-0.001, -0.121, 0.114], [-0.041, 0.117, 0.138], [-0.072, -0.030, -0.158], [0.069, -0.067, -0.123], [-0.156, 0.189, -0.057], [2.067, -0.194, 2.728], [-5.437, -3.180, -5.098], [1.147, 0.550, 0.721], [0.362, -0.227, 1.043], [-0.183, 0.354, -0.343], [1.810, 2.547, 0.911], [0.185, -0.228, 0.095], [-0.031, -0.086, -0.053], [0.020, 0.043, -0.003], [0.021, 0.161, -0.010], [0.143, 0.015, 0.072], [0.010, -0.037, -0.063], [0.090, 0.008, 0.150], [0.069, -0.171, -0.007], [-0.008, 0.130, -0.101], [-0.091, 0.113, 0.001]]}

---

(2)
{"formula": "C18H44N8O26S3", "method": "ωB97M-V with the def2-TZVPD basis set", "lumo_ev": -1.67, "symbols": ["C", "N", "O", "O", "H", "H", "H", "C", "N", "O", "O", "H", "H", "H", "C", "N", "O", "O", "H", "H", "H", "C", "N", "O", "O", "H", "H", "H", "C", "N", "O", "O", "H", "H", "H", "C", "N", "O", "O", "H", "H", "H", "C", "C", "O", "S", "O", "O", "O", "H", "H", "H", "H", "C", "C", "O", "S", "O", "O", "O", "H", "H", "H", "H", "C", "C", "O", "S", "O", "O", "O", "H", "H", "H", "H", "C", "O", "N", "C", "C", "H", "H", "H", "H", "H", "H", "H", "C", "O", "N", "C", "C", "H", "H", "H", "H", "H", "H", "H"], "coordinates": [[2.621608, 2.401642, -1.789457], [1.962500, 3.410160, -0.938800], [0.762472, 3.543697, -1.183888], [2.581647, 4.038334, -0.099447], [2.822261, 2.801585, -2.783383], [1.993325, 1.514973, -1.874194], [3.619021, 2.114947, -1.456172], [-0.073418, 3.752030, -3.795298], [0.068958, 2.278696, -3.627712], [-0.045769, 1.813405, -2.526761], [0.365722, 1.644890, -4.654040], [0.383578, 4.167871, -2.897345], [-1.104840, 4.069351, -3.948846], [0.466040, 3.952634, -4.720963], [0.778272, -0.169520, -2.871862], [1.589458, 0.011708, -4.158902], [1.050255, -0.376686, -5.163993], [2.705007, 0.471546, -4.010954], [1.240813, 0.312216, -2.010419], [0.597575, -1.240014, -2.774439], [-0.162305, 0.372113, -2.972169], [3.502573, -0.916296, 0.169717], [2.840439, 0.321562, -0.133397], [2.073948, 0.326148, -1.074041], [3.024419, 1.365389, 0.540361], [3.469746, -1.047406, 1.251305], [4.536919, -0.948553, -0.172623], [2.820916, -1.680056, -0.204588], [0.920530, -2.977791, 2.378091], [0.380347, -3.204962, 1.044761], [-0.798419, -3.499566, 0.924698], [1.186316, -3.312345, 0.104006], [1.493808, -2.078097, 2.154475], [1.377403, -3.895616, 2.748177], [0.013568, -2.751770, 2.938834], [-1.862428, -0.840036, 2.130877], [-1.438279, -0.791579, 3.587516], [-2.122754, -0.136321, 4.371063], [-0.462030, -1.510756, 3.948152], [-2.808327, -1.365675, 2.261567], [-1.121093, -1.341185, 1.508476], [-2.036855, 0.166977, 1.751934], [-3.481519, -0.003752, -3.413674], [-2.381831, 0.726769, -2.556040], [-1.201956, 0.060519, -3.052175], [-1.423857, -1.585023, -3.288768], [-1.306566, -2.251218, -2.040834], [-0.641626, -2.050354, -4.412024], [-3.022395, -1.316630, -3.652558], [-3.484880, 0.348384, -4.445222], [-4.503252, 0.057404, -3.038955], [-2.597560, 0.413380, -1.534604], [-2.209369, 1.798251, -2.657451], [-2.983332, -3.701872, -1.241861], [-2.542492, -2.875660, -0.057862], [-3.662803, -2.152140, 0.256717], [-4.611838, -1.797924, -1.037915], [-4.445718, -0.417362, -1.532205], [-5.959273, -2.322811, -0.918649], [-3.672179, -2.811049, -2.004978], [-3.607683, -4.549853, -0.960383], [-2.178580, -4.154569, -1.821117], [-1.837817, -2.104662, -0.369459], [-2.205515, -3.453547, 0.802717], [-1.553330, 2.023101, 1.873537], [-1.405749, 3.488529, 2.193927], [-0.160684, 3.574893, 2.894933], [1.009281, 2.565442, 2.234872], [1.721243, 1.882164, 3.352183], [1.752361, 3.334379, 1.219381], [-0.236388, 1.571907, 1.538240], [-2.245664, 1.884997, 1.043061], [-1.817165, 1.474146, 2.777497], [-2.245317, 3.965780, 2.699350], [-1.351051, 3.987858, 1.226576], [2.954214, -0.512447, 5.443922], [2.355116, -0.993930, 6.417436], [2.462610, -0.445295, 4.216824], [3.138060, 0.189785, 3.091371], [1.330361, -1.275640, 3.870835], [3.917533, 0.011701, 5.541290], [3.794250, -0.542831, 2.621479], [3.778842, 0.996680, 3.446920], [2.483914, 0.664371, 2.359955], [1.777057, -1.949988, 3.140218], [1.004181, -2.071422, 4.540491], [0.440795, -0.709168, 3.595366], [0.861811, 0.024028, 1.358826], [0.789913, -0.990650, 2.139297], [0.286155, 0.034958, 0.137958], [0.082046, 1.289231, -0.596799], [-0.275727, -1.210091, -0.487078], [1.282811, 1.009809, 1.610203], [0.160248, 2.229100, -0.050324], [-0.928876, 1.394844, -0.990472], [0.835356, 1.347372, -1.382452], [-1.339105, -1.377999, -0.316346], [-0.109622, -1.341747, -1.556266], [0.199634, -2.147796, -0.199229]], "atomic_forces_ev_per_a": [[1.428, 1.450, -1.686], [1.893, 1.416, -1.453], [0.948, 2.420, 0.986], [2.364, 2.145, -6.811], [-0.479, 0.523, -0.036], [1.640, 2.985, -1.216], [-0.308, 0.408, 0.341], [0.703, 0.136, -0.549], [0.214, 1.788, -3.646], [-2.610, 5.751, -4.740], [-1.935, 3.241, 1.534], [-0.349, 0.325, -0.464], [-0.093, -0.415, 0.342], [0.020, 0.229, 0.229], [7.157, -2.182, -3.030], [-1.037, -3.036, 2.996], [1.881, -0.700, -0.880], [0.927, 0.669, -1.018], [-2.133, -2.978, -4.732], [1.511, 0.265, -0.498], [5.425, -0.836, -0.566], [-0.380, -1.492, 0.826], [1.300, 2.715, 0.275], [7.869, -5.184, 6.102], [0.724, -2.401, -1.363], [0.305, 0.184, -0.525], [-0.256, 0.124, -0.254], [0.622, -0.158, -0.544], [-0.837, -5.286, -2.231], [1.976, -5.650, 0.713], [5.048, -0.822, 0.925], [-0.153, -0.449, 1.099], [0.730, -3.464, -2.031], [0.166, -0.251, -0.447], [1.032, -0.523, -0.186], [-0.410, -0.379, 1.144], [-0.349, -2.362, -0.746], [0.117, 1.032, 0.209], [-11.835, 0.353, 1.042], [0.080, 0.012, -0.614], [-0.768, 0.045, 0.865], [-0.192, -1.209, 0.265], [0.916, 3.082, -3.411], [-2.279, -2.052, -1.148], [-11.620, -1.811, -0.202], [-1.955, 0.722, -3.606], [-0.988, -1.405, -4.395], [-2.468, 0.453, 1.736], [2.457, -1.506, 0.294], [0.155, 0.990, -0.055], [0.877, 0.001, -1.309], [0.569, 0.429, 0.018], [-0.517, -0.327, -0.254], [0.789, -2.473, 1.440], [-1.383, -2.002, -0.553], [-4.779, 2.619, 0.049], [0.546, -1.530, -0.518], [-1.480, -3.987, 4.971], [2.191, 0.924, 0.141], [-3.605, 2.036, -0.252], [-0.387, 0.021, 0.358], [-0.047, 0.337, 0.109], [-2.632, -4.324, 0.694], [-3.195, 0.717, -0.729], [-0.144, 1.026, 1.529], [0.410, 0.062, -1.347], [0.994, -0.502, -0.063], [-1.386, 2.838, 4.057], [-3.972, 4.153, -2.145], [-4.888, -4.232, 8.038], [-2.986, 4.738, 5.554], [0.174, -0.170, -0.084], [-0.510, 0.389, -0.076], [0.403, -0.361, 0.669], [0.434, 0.472, -0.066], [-0.708, 0.470, 2.251], [1.178, 0.288, -1.194], [-0.370, -0.092, -0.523], [1.739, -1.149, 0.751], [8.257, -0.672, 6.542], [0.164, -0.060, 0.147], [0.240, -0.007, 0.377], [0.063, -0.132, 0.054], [1.680, -1.743, 1.112], [1.165, 1.512, 4.000], [1.848, 0.849, 2.038], [3.246, 1.528, 1.789], [-2.100, -3.187, -1.658], [-2.058, 10.665, -11.690], [-1.144, -1.954, 0.475], [-0.126, -0.512, 1.743], [2.516, 2.559, 0.767], [1.853, -3.418, -0.883], [0.398, -1.432, -0.820], [0.252, -0.976, 0.701], [-2.761, 0.381, 2.960], [2.622, 4.533, 0.525], [1.003, 1.993, 2.575], [-0.609, 2.796, -1.108]]}

---

no.,HOMO (eV)
1,-4.465
2,-7.690